[1]
# C19H21IN2O3PtS

A structure of composition C19H21IN2O3PtS in a non-equilibrium geometry (ωB97M-V/def2-TZVPD, the OMol25 dataset).

```
48
Properties=species:S:1:pos:R:3:forces:R:3:nbo_charge:R:1
C -0.8469 0.7120 2.2327 -2.1 -0.2 -0.4 -0.8776
C 1.5165 0.4860 1.7282 1.5 -0.9 -1.3 -0.8544
H -1.6582 1.4348 2.0673 0.0 0.0 0.2 0.1746
H -0.2408 1.0822 3.0697 -0.3 -0.2 -0.6 0.2078
H -1.3749 -0.2128 2.5158 0.4 0.1 0.2 0.2109
H 2.0286 1.4449 1.5432 -0.4 -0.3 0.5 0.1894
H 1.3300 0.3174 2.7994 0.2 0.0 -0.7 0.2014
H 2.2414 -0.2750 1.4098 0.0 0.0 0.2 0.1995
C -2.9239 -0.1032 -0.5116 0.8 0.1 -1.2 0.0798
C -3.9895 -0.1462 -1.3946 -0.3 -0.1 0.0 -0.2314
C -3.7574 -0.0412 -2.7690 0.4 0.1 0.1 -0.1542
C -2.4508 0.0701 -3.2467 0.3 -0.1 0.5 -0.2217
H -3.0086 -0.1695 0.5762 0.0 0.1 -0.4 0.2352
H -4.9893 -0.2576 -0.9839 0.1 0.0 -0.3 0.2322
H -4.5848 -0.0492 -3.4690 0.0 0.0 0.1 0.2298
H -2.1887 0.1421 -4.2884 -0.4 -0.1 -0.3 0.2206
N -1.6783 0.0276 -1.0081 -1.2 0.2 -0.4 -0.4697
C -1.3994 0.0702 -2.3294 -1.8 0.0 0.9 0.2505
C 0.0201 0.0637 -2.6460 2.1 0.1 0.3 0.1416
N 0.8310 -0.0776 -1.5654 0.7 -0.6 -0.8 -0.4530
C 2.1638 -0.2330 -1.6578 -0.9 0.3 -0.7 0.1007
C 1.9805 0.1304 -4.0290 0.1 0.0 0.3 -0.1506
C 2.7705 -0.1157 -2.8997 -0.1 0.0 -0.1 -0.2340
H 2.6957 -0.4312 -0.7294 -0.2 0.1 -0.3 0.2554
H 3.8496 -0.2080 -2.9502 -0.1 0.0 -0.2 0.2343
C 0.5971 0.1991 -3.9061 -0.4 -0.1 0.4 -0.2111
H -0.0822 0.3638 -4.7307 0.3 0.0 -0.3 0.2211
H 2.4427 0.2670 -5.0020 0.0 -0.1 0.1 0.2293
Pt -0.0634 0.2554 0.2623 2.0 2.5 4.4 0.9844
I 0.0927 2.8647 0.2660 -0.3 2.0 -0.5 0.0892
C 0.6251 -2.2175 6.7671 0.0 0.0 0.2 -0.6293
C 0.6069 -2.4643 5.2862 -0.1 -0.1 -0.3 -0.0120
C 1.8064 -2.5366 4.5775 0.0 -0.1 -0.2 -0.2246
C 1.8117 -2.7180 3.1959 -0.5 0.2 0.0 -0.1663
C 0.5929 -2.7903 2.5103 0.3 0.0 0.2 -0.3713
C -0.6121 -2.7955 3.2113 0.2 0.0 0.1 -0.1271
C -0.6015 -2.6397 4.5970 0.3 0.1 -0.1 -0.2317
S 0.5820 -2.8480 0.7243 -1.3 0.5 0.0 2.4031
O 1.9258 -2.4725 0.3221 -0.3 -0.2 -0.2 -1.0016
O 0.0602 -4.1330 0.3247 0.5 0.1 0.0 -0.9556
O -0.4594 -1.7799 0.3367 0.8 -3.4 0.8 -1.0488
H 0.9904 -3.0965 7.3135 -0.1 0.1 -0.1 0.2209
H 1.2914 -1.3825 7.0155 -0.1 -0.1 0.0 0.2189
H -0.3775 -1.9820 7.1325 0.1 0.0 0.0 0.2137
H 2.7566 -2.4365 5.1088 -0.3 0.0 -0.1 0.2105
H 2.7397 -2.7662 2.6396 -0.1 0.1 0.0 0.2401
H -1.5481 -2.9063 2.6676 0.2 0.1 0.1 0.2229
H -1.5385 -2.6320 5.1541 0.2 0.0 -0.1 0.2079
```
Positions in Å, forces in eV/Å.

The value obtained for the strongest force on any atom is 5.5 eV/Å. For the HOMO energy (alpha / beta), the calculation gives -5.84 / -8.52 eV. The spin multiplicity is 3. The LUMO energy (alpha / beta) comes out at -0.0341 / -0.1092 hartree. The value obtained for the orbital gap (alpha / beta) is 0.180 / 0.204 hartree.


[2]
# C15H11BF4N2O7S2W

A structure of composition C15H11BF4N2O7S2W (ωB97M-V/def2-TZVPD, the OMol25 dataset).

```
43
Properties=species:S:1:pos:R:3:forces:R:3:nbo_charge:R:1
W -0.9114 -0.1491 -0.7220 0.4 -0.1 -0.1 2.4176
O -0.6883 -1.9021 -0.2899 -0.1 0.1 0.0 -0.5387
C -0.2680 -2.6847 0.7472 0.0 0.0 0.0 0.3498
C 0.2958 -3.9189 0.4743 0.0 0.0 0.0 -0.2253
C 0.7567 -4.6677 1.5413 0.0 0.0 0.1 -0.1363
C 0.6397 -4.1892 2.8480 0.0 0.0 -0.1 -0.1547
C 0.0465 -2.9663 3.1009 0.0 0.0 0.0 -0.1485
C -0.4242 -2.1913 2.0428 0.0 0.1 0.0 -0.1692
C -1.1760 -0.9689 2.2245 0.0 0.1 0.0 0.4457
N -1.5287 -0.0920 1.2602 0.0 0.0 0.2 -0.5131
C -2.3590 0.8652 1.8385 0.0 0.0 0.0 -0.0505
C -2.4902 0.5651 3.1447 0.0 0.0 0.0 -0.0158
N -1.7423 -0.5717 3.3636 0.0 0.0 0.0 -0.4577
H 0.3799 -4.2599 -0.5483 0.0 0.0 0.0 0.2609
H 1.2176 -5.6286 1.3600 0.0 0.0 0.0 0.2574
H 1.0132 -4.7815 3.6715 0.0 0.0 0.0 0.2558
H -0.0312 -2.6158 4.1222 0.0 0.0 0.0 0.2307
H -2.7951 1.6696 1.2778 0.0 0.0 0.0 0.2693
H -3.0506 1.0473 3.9262 0.0 0.0 0.0 0.2713
H -1.6848 -1.0714 4.2387 0.0 0.0 0.0 0.4565
O -1.4601 3.5837 -1.9741 -0.1 0.0 0.0 -0.7935
S -0.7062 2.4532 -1.6268 0.1 -0.1 0.0 2.4003
O -0.9750 1.8536 -0.2357 0.1 0.1 -0.1 -0.8820
O -0.9651 1.1749 -2.3881 0.0 0.1 0.1 -0.8638
C 1.0163 2.8009 -1.6761 0.1 -0.1 0.0 -0.3961
C 1.3363 4.0765 -2.0941 0.0 -0.1 0.0 -0.1192
C 2.6742 4.4739 -2.1637 0.0 0.1 0.0 -0.1417
C 3.6768 3.6010 -1.8121 0.1 0.0 0.0 -0.1464
C 3.3688 2.3058 -1.3879 0.0 0.0 0.0 -0.1427
C 2.0525 1.8971 -1.3168 -0.1 0.1 0.0 -0.2902
S 1.8178 0.2306 -0.8089 -0.1 0.0 -0.1 2.3832
O 0.8465 0.2134 0.3673 0.0 0.0 0.0 -0.8768
O 3.0444 -0.4219 -0.6055 0.0 0.0 0.0 -0.8012
O 0.8507 -0.3969 -1.8054 0.0 0.1 0.1 -0.8591
H 0.5471 4.7636 -2.3660 0.0 0.0 0.0 0.2738
H 2.9094 5.4754 -2.4967 0.0 0.0 0.0 0.2618
H 4.7129 3.9059 -1.8641 0.0 0.0 0.0 0.2613
H 4.1575 1.6158 -1.1215 0.0 0.0 0.0 0.2709
F -3.3325 -0.2820 -3.5632 -0.2 0.0 0.1 -0.4447
B -2.9181 -1.2346 -2.7959 0.2 -0.1 -0.6 1.4886
F -1.5267 -1.2597 -2.5806 0.1 -0.1 0.1 -0.4686
F -2.7554 -0.0598 -0.9519 -0.5 0.1 0.2 -0.4704
F -3.5718 -2.2588 -2.3545 -0.1 0.1 0.1 -0.4486
```
Positions in Å, forces in eV/Å.

As for the energy above the lowest of the compared OMol25 structures with the same formula, charge and spin: 3.43 kcal per mole. The value obtained for the strongest force on any atom is 0.7 eV/Å. As for the total charge: +2. For the HOMO energy, the calculation gives -15.50 eV. The spin multiplicity is 1. The LUMO energy comes out at -0.3329 hartree. The value obtained for the orbital gap is 0.237 hartree.